C17H29BaNO7 as an isolated structure. Source: OMol25; level of theory: the ωB97M-V functional and the def2-TZVPD basis.

Geometry as XYZ:
```
55
Properties=species:S:1:pos:R:3
Ba 0.730 -0.291 -1.102
C -2.117 -1.302 1.025
C -1.893 -2.695 0.494
O -0.655 -2.770 -0.220
C 0.281 -3.705 0.294
C 0.969 -3.185 1.536
O 1.575 -1.939 1.205
C 2.371 -1.398 2.257
C 1.513 -0.622 3.233
O 0.815 0.432 2.599
C 1.359 1.727 2.766
C 2.328 2.128 1.664
O 1.796 1.941 0.356
C 1.144 3.074 -0.227
C -0.271 3.254 0.272
O -0.943 2.039 0.026
C -2.113 1.832 0.794
C -2.908 0.757 0.089
O -2.153 -0.437 -0.093
H -1.319 -1.017 1.726
H -3.075 -1.269 1.556
H -2.695 -2.942 -0.204
H -1.896 -3.421 1.310
H 1.021 -3.868 -0.492
H -0.203 -4.663 0.501
H 1.732 -3.897 1.868
H 0.245 -3.054 2.348
H 3.104 -0.742 1.784
H 2.914 -2.194 2.774
H 2.132 -0.247 4.054
H 0.758 -1.284 3.666
H 1.877 1.809 3.728
H 0.509 2.405 2.797
H 3.234 1.520 1.719
H 2.626 3.172 1.805
H 1.102 2.869 -1.299
H 1.742 3.976 -0.080
H -0.750 4.071 -0.280
H -0.291 3.512 1.334
H -2.711 2.747 0.845
H -1.835 1.530 1.813
H -3.172 1.095 -0.913
H -3.824 0.542 0.645
O -0.511 0.706 -2.682
N -1.783 1.014 -3.025
C -2.680 0.005 -3.322
C -3.983 0.311 -3.572
C -4.425 1.653 -3.561
C -3.452 2.662 -3.384
C -2.152 2.341 -3.139
H -2.272 -0.994 -3.327
H -4.665 -0.498 -3.794
H -5.454 1.901 -3.771
H -3.715 3.708 -3.464
H -1.351 3.054 -3.018
```

Computed properties:
**Charge**: +1
**ΔE to the lowest compared entry with this formula, charge and spin**: 5.8 kcal per mole
**Calculated total energy**: -1271.80435 hartree
**Multiplicity**: 2
**LUMO (alpha / beta)**: -2.74 / -2.78 eV

---

C17H29Br15O6S3 as an isolated structure. Source: OMol25; level of theory: the ωB97M-V functional and the def2-TZVPD basis.

Geometry as XYZ:
```
70
Properties=species:S:1:pos:R:3
C 1.510 1.844 -5.078
Br 3.354 2.221 -5.522
Br 0.556 1.019 -6.529
Br 0.620 3.470 -4.531
H 1.549 1.114 -4.297
C -0.182 7.442 -4.429
Br -0.444 6.281 -2.890
Br 1.397 6.958 -5.446
Br 0.045 9.249 -3.820
H -1.036 7.307 -5.067
C -2.498 -3.308 -1.598
Br -3.996 -3.851 -0.520
Br -3.032 -2.045 -2.966
Br -1.766 -4.877 -2.451
H -1.737 -2.867 -0.972
C 2.713 1.132 2.900
Br 1.466 0.726 4.322
Br 4.079 -0.233 2.903
Br 3.419 2.918 2.854
H 2.262 0.976 1.935
C -1.655 4.773 2.934
Br 0.199 5.278 2.696
Br -1.668 2.844 3.039
Br -2.835 5.414 1.569
H -1.955 5.162 3.890
C -1.102 3.127 -0.650
C -2.398 2.375 -0.969
C -2.074 1.062 -1.661
S -0.505 0.493 -1.018
O 0.374 0.149 -2.100
O -0.824 -0.391 0.082
C 0.027 2.152 -0.425
H -1.282 3.745 0.225
H -0.879 3.800 -1.487
H -3.148 2.910 -1.539
H -2.832 2.064 -0.008
H -2.052 1.203 -2.748
H -2.785 0.249 -1.568
H 0.929 2.441 -0.953
H 0.270 1.921 0.615
C 2.550 -1.779 -0.501
C 1.446 -2.627 -1.142
C 1.557 -4.097 -0.744
S 3.326 -4.258 -0.610
O 3.817 -4.158 -1.959
O 3.746 -5.324 0.260
C 3.523 -2.701 0.245
H 2.125 -0.995 0.121
H 3.199 -1.266 -1.211
H 1.267 -2.506 -2.206
H 0.473 -2.302 -0.752
H 1.314 -4.790 -1.544
H 1.111 -4.385 0.202
H 4.580 -2.463 0.108
H 3.380 -2.790 1.318
C -0.523 -2.207 4.211
C -1.180 -1.390 3.101
C -2.373 -2.162 2.590
S -2.006 -3.920 3.009
O -2.024 -4.763 1.847
O -2.853 -4.200 4.146
C -0.371 -3.629 3.693
H -1.277 -2.153 5.016
H 0.385 -1.812 4.660
H -0.486 -1.203 2.272
H -1.393 -0.395 3.506
H -2.357 -2.140 1.496
H -3.394 -1.903 2.843
H 0.389 -3.548 2.904
H -0.037 -4.378 4.401
```

Computed properties:
**Charge**: 0
**ΔE to the lowest compared entry with this formula, charge and spin**: 22.8 kcal per mole
**Calculated total energy**: -40921.25176 hartree
**LUMO**: -0.72 eV

---

A 5-piece molecular cluster, C17H29Cl12NO5S2 overall. Source: OMol25; level of theory: the ωB97M-V functional and the def2-TZVPD basis.

Geometry as XYZ:
```
66
Properties=species:S:1:pos:R:3
C -3.616 1.369 0.101
C -3.097 2.199 -1.163
C -2.219 3.458 -0.677
C -2.412 1.321 -2.307
C -0.848 1.059 -2.143
C -0.484 -0.155 -1.115
S -0.163 0.815 0.471
O -1.572 -1.130 -1.029
S -1.486 -2.129 -2.398
O -2.541 -1.877 -3.428
O -1.596 -3.545 -1.916
O 0.047 -1.669 -2.879
C 0.704 -1.033 -1.707
C 1.242 -2.317 -0.910
C 0.768 -2.443 0.596
O 1.479 -3.105 1.379
C 1.958 -0.332 -2.400
C 2.718 0.736 -1.498
C 3.225 0.193 -0.094
C 3.906 1.364 0.794
N 3.125 2.642 0.716
H -3.662 2.028 1.035
H -4.701 1.048 -0.082
H -2.982 0.473 0.374
H -4.035 2.660 -1.638
H -1.659 3.272 0.290
H -2.972 4.292 -0.442
H -1.562 3.869 -1.509
H -2.530 1.922 -3.279
H -3.040 0.390 -2.444
H -0.460 0.790 -3.190
H -0.244 1.954 -1.812
H 0.793 1.777 0.193
H 2.386 -2.317 -0.886
H 0.934 -3.264 -1.451
H -0.160 -1.957 1.043
H 1.624 0.107 -3.403
H 2.691 -1.168 -2.677
H 3.661 1.035 -2.083
H 2.093 1.683 -1.438
H 2.403 -0.268 0.536
H 4.045 -0.604 -0.197
H 3.882 1.032 1.890
H 4.974 1.499 0.437
H 3.800 3.383 0.500
H 2.715 2.881 1.624
C 4.344 -4.677 -1.374
Cl 4.866 -3.033 -1.777
Cl 3.983 -5.592 -2.844
Cl 5.577 -5.502 -0.413
H 3.434 -4.611 -0.780
C -3.998 2.915 4.507
Cl -4.528 4.602 4.447
Cl -5.371 1.824 4.275
Cl -2.751 2.611 3.290
H -3.572 2.724 5.488
C -2.562 -6.654 -0.255
Cl -3.946 -7.739 -0.453
Cl -2.132 -6.499 1.454
Cl -1.179 -7.232 -1.194
H -2.841 -5.671 -0.628
C 0.775 4.175 5.372
Cl 1.717 3.879 3.903
Cl -0.616 5.206 5.021
Cl 0.251 2.647 6.092
H 1.412 4.689 6.088
```

Computed properties:
**Charge**: 0
**Calculated total energy**: -7414.61641 hartree
**LUMO**: 0.17 eV
**SMILES**: CC(C)CC[C@@]1(S)OS(=O)(=O)O[C@@]1(CC=O)CCCCN.ClC(Cl)Cl.ClC(Cl)Cl.ClC(Cl)Cl.ClC(Cl)Cl

---

One molecule with the formula C17H29N5O7. Source: OMol25; level of theory: the ωB97M-V functional and the def2-TZVPD basis.

Geometry as XYZ:
```
58
Properties=species:S:1:pos:R:3
C 0.680 -3.031 -3.520
O -0.312 -2.028 -3.537
C 0.204 -0.763 -3.198
C -0.942 0.202 -3.064
O -1.776 -0.240 -1.999
C -2.793 0.701 -1.687
C -2.247 1.833 -0.820
O -2.528 3.001 -1.029
N -1.416 1.410 0.158
C -0.589 2.303 0.931
C 0.809 2.503 0.316
O 0.747 3.082 -0.971
C 0.295 4.428 -1.026
C 1.724 3.239 1.309
C 2.319 2.135 2.201
N 2.025 0.891 1.486
C 1.955 -0.285 2.159
O 2.305 -0.374 3.325
C 1.371 -1.459 1.393
C 1.227 -2.715 2.239
C 0.188 -3.674 1.657
N -1.105 -3.007 1.527
C -1.584 -2.356 0.422
O -1.073 -2.619 -0.774
N -2.519 -1.508 0.719
N -2.687 -1.573 2.112
C -1.841 -2.447 2.535
O -1.636 -2.843 3.797
C 1.535 1.171 0.150
H 0.201 -3.969 -3.790
H 1.476 -2.811 -4.241
H 1.120 -3.127 -2.521
H 0.751 -0.821 -2.246
H 0.900 -0.402 -3.966
H -0.550 1.203 -2.848
H -1.523 0.236 -3.992
H -3.217 1.142 -2.591
H -3.563 0.162 -1.136
H -1.428 0.420 0.358
H -1.091 3.267 1.010
H -0.481 1.904 1.943
H 0.433 4.752 -2.054
H -0.763 4.506 -0.773
H 0.891 5.073 -0.373
H 2.505 3.751 0.746
H 1.188 3.985 1.897
H 3.393 2.262 2.344
H 1.868 2.087 3.192
H 0.384 -1.139 1.046
H 1.955 -1.647 0.488
H 2.183 -3.231 2.336
H 0.929 -2.433 3.249
H 0.460 -4.016 0.660
H 0.065 -4.548 2.296
H -1.418 -1.951 -1.407
H -2.240 -2.336 4.356
H 0.884 0.389 -0.233
H 2.356 1.315 -0.560
```

Computed properties:
**Charge**: 0
**ΔE to the lowest compared entry with this formula, charge and spin**: 6.8 kcal per mole
**Calculated total energy**: -1465.66721 hartree
**LUMO**: 0.58 eV
**SMILES**: COCCOCC(=O)NC[C@@]1(OC)CCN(C(=O)CCCn2c(O)nnc2O)C1